# 1
209
Properties=species:S:1:pos:R:3:forces:R:3 method="wB97M-V/def2-TZVPD" total_energy_ha=-9569.69548 gap_ev=9.953 relative_energy_kj_mol=399.8 e_lumo_ha=-0.0009 e_homo_ha=-0.367
C -21.00712 21.47206 -1.33528 1.6 1.6 -0.5
O -21.75785 20.45228 -0.83148 -2.2 -2.7 1.2
P -23.32465 20.52484 -0.42989 -0.3 -0.1 -2.6
O -24.10035 21.24099 -1.48941 0.7 -0.8 1.8
O -23.83781 18.96756 -0.26213 1.4 2.6 0.5
C -23.23246 18.06880 0.68425 -0.3 -0.4 0.2
O -23.26243 21.18109 1.01329 -0.5 -0.5 -0.3
C -23.17254 22.60191 1.16772 -0.3 0.6 0.2
H -20.61419 21.24819 -2.32704 -0.4 -0.1 -0.2
H -20.10735 21.55553 -0.72572 0.0 0.3 0.2
H -21.52948 22.42860 -1.35146 0.0 0.0 -0.1
H -23.80909 17.99006 1.60588 -0.3 0.3 -0.1
H -22.22535 18.33686 1.00359 0.1 0.0 -0.5
H -23.29154 17.09782 0.19252 0.4 0.0 0.1
H -24.02956 22.91667 1.76316 0.3 -0.1 0.4
H -23.27516 23.21479 0.27221 0.1 -0.6 -0.5
H -22.20461 22.83143 1.61329 -0.2 0.0 0.2
C -32.29098 26.41334 3.37129 -0.1 -1.3 0.7
O -32.74737 27.44428 2.52678 -0.4 0.4 -1.3
P -33.59195 26.95904 1.22263 -1.2 -2.6 2.1
O -34.81097 26.14309 1.63979 2.9 2.0 -1.6
O -32.47317 26.14296 0.39593 -1.3 0.8 -0.2
C -31.21970 26.74847 0.08200 1.1 -0.3 -0.1
O -33.79391 28.30013 0.42877 0.4 -0.6 -0.3
C -34.49676 29.36148 1.02765 -0.8 1.5 -0.2
H -31.30338 26.01467 3.13931 0.5 0.9 -0.1
H -32.85912 25.48925 3.26471 -0.7 0.2 0.1
H -32.38562 26.75168 4.40313 0.3 0.0 -0.1
H -30.97365 26.76308 -0.97976 -0.8 -0.1 -0.3
H -30.45975 26.07996 0.48656 0.1 0.3 0.4
H -31.08650 27.77015 0.43772 -0.2 -0.2 0.3
H -35.57272 29.19394 1.07603 0.1 -0.7 0.6
H -34.48009 30.22041 0.35679 0.6 -0.1 -0.2
H -34.03249 29.66288 1.96666 -0.3 -0.2 0.1
C -18.56488 18.70430 -9.12563 1.6 -0.1 1.2
O -19.84993 18.72765 -8.56437 -2.1 0.6 0.7
P -20.24055 19.75122 -7.37136 0.1 -1.0 0.0
O -19.67676 21.09686 -7.55896 -0.2 -0.7 0.7
O -19.85466 18.97635 -5.98698 0.9 1.1 -0.9
C -19.98263 17.55978 -5.83881 -0.8 0.0 -0.1
O -21.84283 19.64820 -7.31341 1.9 -1.2 -0.6
C -22.51968 20.65786 -6.62552 -1.8 1.1 0.1
H -18.07640 19.67755 -9.07795 -0.3 0.2 -0.6
H -18.51744 18.22879 -10.10529 -0.5 0.3 0.1
H -17.97129 18.11816 -8.42406 0.4 -0.4 -0.3
H -20.57765 17.20570 -6.68064 0.1 -0.5 0.2
H -20.49866 17.37424 -4.89680 -0.2 0.1 -0.1
H -19.03335 17.03012 -5.75856 0.2 0.4 -0.4
H -23.32230 20.27917 -5.99267 0.2 -0.7 0.0
H -23.03667 21.19000 -7.42405 0.1 0.7 0.4
H -21.94959 21.30858 -5.96244 0.5 0.0 -0.5
C -17.28999 27.91749 7.06550 -0.3 1.7 0.7
O -17.11980 27.43144 5.76775 -0.6 -0.9 -2.6
P -17.91073 28.09029 4.45736 -0.7 -0.8 1.0
O -19.41043 28.04532 4.53363 2.7 0.0 -0.2
O -17.31872 29.56622 4.46570 -1.0 -0.6 -0.5
C -15.98906 29.87765 4.11624 1.2 0.3 0.5
O -17.20684 27.37854 3.16336 -1.3 0.6 2.3
C -17.92472 26.34552 2.46130 0.3 -0.1 -1.5
H -18.05663 28.69191 7.04038 0.0 0.2 0.3
H -16.35138 28.36741 7.38908 0.1 0.1 0.0
H -17.56722 27.22804 7.86293 -0.1 -0.7 -0.7
H -15.97603 30.71249 3.41554 -0.1 -0.2 -0.1
H -15.40136 29.03660 3.74835 -0.4 -0.1 -0.3
H -15.47207 30.19295 5.02255 0.0 0.2 0.1
H -17.85903 26.67986 1.42592 0.0 -0.3 -0.1
H -18.99067 26.20218 2.63821 0.1 0.5 0.8
H -17.40886 25.38862 2.54086 0.1 0.2 0.3
C -28.05305 31.61267 -7.34185 0.7 -0.5 -1.0
O -29.37336 31.34673 -6.89389 -1.8 -1.0 0.1
P -30.12436 29.97719 -7.35095 -0.7 2.5 -1.0
O -29.45856 28.74503 -6.97558 0.0 -0.7 0.2
O -31.64581 30.23664 -6.81393 2.2 0.0 0.5
C -32.67025 29.38217 -7.24376 -1.7 -0.4 -0.6
O -30.31264 30.20766 -8.96016 0.1 -1.9 0.3
C -30.64431 29.01483 -9.77309 -0.3 0.1 -0.5
H -27.35108 30.88332 -6.93764 0.0 0.0 0.0
H -27.68767 32.61319 -7.11045 -0.7 0.0 0.5
H -28.06153 31.55215 -8.43013 0.3 -0.1 -0.1
H -33.47919 29.27492 -6.52112 0.4 0.3 0.6
H -32.42244 28.35086 -7.49498 0.7 0.1 0.0
H -33.18391 29.84180 -8.08816 0.2 0.0 -0.4
H -30.49704 28.01855 -9.35614 0.4 0.4 0.9
H -30.08936 28.97550 -10.71041 0.4 0.7 0.2
H -31.69058 29.03060 -10.07832 -0.1 0.5 0.3
C -15.39983 22.65409 -4.90227 0.1 -2.7 -1.3
O -14.92753 23.89666 -4.64477 0.5 4.0 1.7
P -15.33065 24.65172 -3.27924 0.6 -0.9 1.7
O -15.17998 23.76690 -2.04448 -0.6 2.5 -2.8
O -14.39376 25.99714 -3.43055 -2.3 -2.9 -0.6
C -14.38902 26.99928 -2.42741 1.9 0.6 -0.3
O -16.84533 25.20659 -3.50650 1.7 -0.4 0.2
C -17.02817 26.05019 -4.65047 -1.7 -0.1 -0.7
H -16.15563 22.27328 -4.21536 -0.1 0.2 -0.1
H -14.53684 21.98833 -4.91276 -0.1 -0.4 0.4
H -15.71707 22.64345 -5.94503 -0.6 -0.1 0.1
H -14.42093 27.94306 -2.97179 -0.2 0.1 0.2
H -13.35999 26.83222 -2.10914 -0.1 0.9 1.1
H -15.09457 27.01306 -1.59668 -0.2 -0.7 -0.3
H -17.46349 27.00122 -4.34365 0.8 0.3 0.2
H -17.85933 25.63176 -5.21808 0.0 -0.4 -0.1
H -16.20158 26.11269 -5.35824 0.3 0.2 0.5
C -17.48016 31.92344 -1.44345 -1.2 -0.7 -0.5
O -17.16645 33.24629 -1.04528 2.5 1.4 -0.5
P -15.80254 33.92551 -1.66944 -0.6 1.2 0.0
O -14.56977 33.13963 -1.74481 -0.4 -0.5 0.1
O -16.33331 34.45654 -3.11829 0.4 -0.6 1.9
C -15.42417 34.75413 -4.17025 0.5 0.9 -0.9
O -15.56358 35.27751 -0.77523 -0.7 -1.0 -1.7
C -14.87400 35.21511 0.46159 -1.3 -0.8 1.4
H -17.01300 31.57965 -2.36631 0.3 0.3 0.0
H -18.55446 31.95632 -1.62487 0.0 -0.2 0.0
H -17.30370 31.17204 -0.67380 0.3 0.3 0.2
H -15.62169 34.12510 -5.03824 -0.2 -0.1 0.2
H -14.35136 34.71133 -3.98221 -0.1 -0.6 0.8
H -15.56026 35.79643 -4.45869 -0.4 0.0 0.0
H -14.52357 34.21174 0.70352 0.9 0.1 -0.6
H -15.64048 35.30064 1.23185 -0.2 0.5 0.2
H -14.17032 36.03157 0.62380 0.2 -0.3 -0.6
C -20.16869 35.35777 4.23211 0.0 0.0 -0.9
C -20.67236 36.35555 3.21190 -1.9 1.2 -1.2
C -21.11971 35.73059 1.90297 0.6 -2.3 0.6
S -21.91257 34.14449 2.48213 1.7 0.6 -1.7
O -21.55367 33.10770 1.48837 -0.7 1.0 2.1
O -23.28765 34.48580 2.74845 -0.1 -0.5 0.3
C -20.95848 34.04210 4.10042 -0.3 -0.4 -0.7
H -20.30779 35.95723 5.13178 0.4 -1.0 0.6
H -19.12148 35.17888 3.98829 0.1 -0.1 0.5
H -19.97706 37.18169 3.06307 0.0 -0.1 0.0
H -21.61924 36.75943 3.57024 0.1 0.5 0.5
H -20.24855 35.42438 1.32383 -0.3 0.0 -0.4
H -21.95194 36.11028 1.31024 0.4 0.7 0.1
H -20.33669 33.15968 3.94941 0.2 0.1 0.2
H -21.66538 33.81533 4.89852 -0.1 0.2 -0.1
C -29.71866 32.39916 0.72967 -2.7 -0.8 0.8
C -30.01072 32.26214 -0.74917 0.9 1.2 -0.8
C -29.53464 33.64064 -1.38466 -0.6 -0.4 1.3
S -27.95811 34.08926 -0.47730 -1.7 0.8 0.2
O -28.00536 35.55824 -0.15719 0.5 -3.4 -0.7
O -26.83935 33.43420 -1.15006 -0.6 1.0 0.6
C -28.44050 32.98864 0.97693 3.4 0.7 -0.1
H -29.79245 31.42091 1.20474 0.2 -0.2 0.0
H -30.39000 32.98150 1.36078 -1.1 0.2 -0.9
H -31.05865 31.99102 -0.87740 0.0 0.4 -0.5
H -29.39683 31.47450 -1.18604 0.0 -0.2 0.1
H -30.25334 34.37044 -1.01188 0.1 0.3 -0.2
H -29.43749 33.74195 -2.46559 0.2 -0.3 0.2
H -28.39916 33.51929 1.92815 0.4 0.1 -0.3
H -27.74902 32.14805 0.91925 0.9 0.6 0.2
C -20.82720 33.85163 -5.53049 2.2 0.3 0.0
C -21.31582 34.54799 -4.25443 -0.9 1.2 -0.9
C -22.23078 35.73701 -4.72142 -0.5 -0.5 0.0
S -22.41515 35.60889 -6.58416 -1.4 -0.6 1.3
O -21.43988 36.42721 -7.25535 0.1 -0.1 0.2
O -23.82108 35.71154 -6.95173 1.1 0.0 0.2
C -21.87302 33.87841 -6.59635 -1.2 -0.1 0.2
H -20.37702 32.89052 -5.28210 -0.5 -0.3 -0.2
H -19.99479 34.39609 -5.97629 0.3 0.3 0.3
H -20.55888 34.96307 -3.58895 0.3 -0.5 -0.2
H -21.95781 33.84731 -3.72058 0.2 0.1 0.2
H -21.98645 36.75884 -4.43113 0.7 -0.1 -0.3
H -23.18682 35.57147 -4.22475 -0.4 0.1 -0.7
H -21.62884 33.60663 -7.62330 0.4 0.0 0.2
H -22.71746 33.26992 -6.27266 -0.4 0.2 -0.2
C -22.35566 26.38676 -9.23937 -0.2 0.5 -1.1
C -21.19590 27.18846 -9.84034 -0.8 2.4 -1.6
C -21.79832 27.97873 -11.13605 -0.7 -0.6 0.7
S -23.54171 28.48344 -10.65219 2.0 2.0 1.9
O -24.53743 28.12844 -11.62312 0.0 -0.3 -0.2
O -23.52698 29.89158 -10.12023 0.1 -3.0 -1.2
C -23.53139 27.36178 -9.19406 -0.6 1.1 -0.3
H -22.15762 26.04375 -8.22388 0.1 -0.3 -0.3
H -22.57632 25.59221 -9.95219 -0.1 -0.4 0.4
H -20.28086 26.69668 -10.17042 -0.3 -0.4 0.3
H -20.93627 27.99977 -9.16031 0.3 -0.1 0.2
H -21.89220 27.33151 -12.00806 -0.1 -0.2 0.1
H -21.29764 28.87851 -11.49355 0.2 0.0 0.5
H -24.55976 27.00061 -9.18272 0.2 -0.5 0.3
H -23.38511 28.10162 -8.40709 -0.1 -0.2 0.3
C -25.61355 28.41871 -2.17948 0.3 1.4 -1.7
C -25.66983 26.94146 -2.44807 1.0 -1.2 1.2
C -24.57677 26.57778 -3.47754 -0.2 1.1 -0.4
S -23.15586 27.78308 -3.15056 -0.1 -0.5 2.1
O -22.92970 28.63146 -4.32038 0.1 -1.0 0.9
O -22.03665 27.10815 -2.41350 -2.2 1.2 -1.9
C -24.14404 28.79853 -1.90816 -0.1 -1.2 -0.2
H -26.35930 28.78421 -1.47352 0.4 -0.2 0.4
H -25.92860 28.86980 -3.12042 0.0 0.4 -0.2
H -26.69140 26.64722 -2.68874 0.2 -0.2 -0.5
H -25.40646 26.39415 -1.54298 -0.2 0.0 0.3
H -25.02490 26.84141 -4.43554 0.6 0.0 -0.4
H -24.17995 25.56270 -3.49349 -0.1 0.1 0.2
H -23.75339 29.80724 -2.04235 -0.5 0.0 0.1
H -23.98729 28.41528 -0.89987 0.9 0.1 -0.1
C -24.76410 26.91162 6.31318 0.5 -1.6 -0.2
C -24.41621 28.36399 6.40669 -0.4 1.0 -0.5
C -24.80308 28.97676 5.04953 -0.4 -0.1 0.5
S -26.54388 28.28971 4.80318 0.7 1.8 -0.7
O -26.59416 27.91228 3.38856 -0.4 -0.3 1.3
O -27.58908 29.21427 5.31985 2.0 -1.9 -0.5
C -26.24969 26.81722 5.93522 -0.2 1.1 -0.3
H -24.49065 26.38890 7.22975 -0.7 0.1 0.5
H -24.09663 26.36586 5.64630 -0.2 0.3 -0.8
H -23.37057 28.54566 6.65512 -0.1 0.0 0.1
H -25.08712 28.77732 7.15977 0.3 0.4 0.3
H -24.09599 28.64914 4.28744 -0.5 -0.6 -0.3
H -24.78592 30.06125 4.94144 -0.5 0.0 0.5
H -26.64156 25.98407 5.35178 0.3 -0.2 0.3
H -26.82782 27.01403 6.83807 -0.3 -0.1 -0.2

=====

# 2
79
Properties=species:S:1:pos:R:3:forces:R:3 method="wB97M-V/def2-TZVPD" total_energy_ha=-5558.10941 gap_ev="4.200 / 4.841" relative_energy_kj_mol=285.3 total_charge=+2 s_squared=6.082 spin_multiplicity=5 e_lumo_ha="-0.2751 / -0.2515" e_homo_ha="-0.429 / -0.429"
N 6.58067 -0.53628 -4.86930 0.4 0.2 -0.2
C 6.62066 0.57175 -4.12539 -0.9 -0.3 0.5
C 5.50768 0.98378 -3.36815 -0.8 0.1 0.0
C 4.28022 0.22579 -3.36878 0.6 -0.6 -1.4
C 4.33486 -0.95682 -4.15349 0.0 0.1 -0.2
C 5.48099 -1.27653 -4.91094 -0.7 0.3 0.8
C 3.10725 0.62011 -2.55701 0.7 0.1 -0.4
Cr 0.10100 0.57831 -0.81749 1.3 1.1 1.5
P -1.94544 -1.09381 3.29613 -2.1 -1.0 2.8
C 2.10482 -0.16053 -1.96807 0.3 0.4 -1.4
C 2.16515 -0.17425 -0.47829 0.2 -0.3 1.6
C 1.84451 -1.34660 0.27929 1.3 0.5 -1.3
C 2.45935 -1.56753 1.51190 -0.3 0.5 0.1
C 3.29313 -0.59885 2.08580 -1.1 0.7 -1.7
C 3.47738 0.65075 1.41747 -0.4 -0.5 0.6
C 2.83898 0.88260 0.22065 -0.3 -0.8 -0.5
Br 3.91246 -0.84866 3.77658 0.7 -0.2 1.1
H 3.18541 1.67794 -2.28132 0.4 -0.5 0.8
H 1.67688 -0.98974 -2.56906 0.8 -0.2 1.0
H 5.60408 1.90110 -2.78298 -0.2 -0.2 -0.1
H 3.47999 -1.62574 -4.22263 0.1 0.1 0.1
H 7.56411 1.14363 -4.11232 -0.6 -0.3 0.0
H 5.50827 -2.17061 -5.55023 -0.1 0.5 0.4
H 1.37247 -2.17031 -0.25580 -0.1 0.0 0.3
H 2.85622 1.84766 -0.26325 0.6 0.1 0.1
H 2.27432 -2.50472 2.02367 0.1 0.1 0.1
H 4.10584 1.42401 1.86902 -0.3 -0.3 0.0
P -2.00634 -0.05969 -1.49308 -0.7 0.3 0.5
C -0.68417 -1.14768 4.66494 -0.1 0.4 -0.7
C -0.97282 -2.23502 5.70233 0.2 0.0 0.1
H -0.71807 -0.15309 5.14176 0.1 -0.3 -0.1
H 0.30092 -1.27397 4.18717 0.0 0.1 0.4
H -0.20495 -2.21821 6.47888 0.0 0.0 0.0
H -1.93355 -2.06399 6.19715 0.1 0.0 -0.2
H -0.97592 -3.24290 5.27293 0.0 0.2 0.0
C -1.41302 -2.37404 2.15280 0.6 0.1 -0.6
C -2.24338 -3.63941 2.43971 0.0 -0.1 -0.2
H -0.34107 -2.52825 2.30816 0.0 -0.3 -0.2
H -1.54895 -2.02025 1.12535 0.1 -0.2 0.0
H -2.01040 -4.42798 1.71994 0.1 0.0 0.0
H -2.04920 -4.03760 3.44671 -0.1 0.2 -0.3
H -3.31880 -3.42767 2.37085 0.3 0.0 0.1
C -2.14742 0.65446 2.87389 0.9 0.3 -0.5
C -3.21547 1.25754 3.80016 -0.2 0.0 0.0
H -2.42458 0.72679 1.81912 -0.1 0.1 0.0
H -1.16693 1.11747 3.00722 -0.1 0.6 -0.2
H -3.75400 2.08648 3.32573 0.2 -0.1 0.0
H -3.95664 0.49279 4.07136 0.2 0.2 -0.1
H -2.77374 1.64175 4.72351 0.0 -0.1 -0.1
C -3.54542 0.86766 -1.12181 0.3 -0.3 0.9
C -4.14332 1.62642 -2.27259 -0.4 0.4 -0.3
H -3.35016 1.51745 -0.25397 -0.2 -0.2 -0.3
H -4.23005 0.08878 -0.75272 0.1 0.2 -0.1
H -3.63023 2.56581 -2.46957 0.0 0.0 0.0
H -4.15020 1.05894 -3.19667 -0.1 -0.1 -0.1
H -5.17769 1.85571 -2.03639 -0.1 0.1 0.0
C -2.52453 -1.78754 -1.49900 -0.6 -0.6 0.1
C -1.76522 -2.70850 -2.44343 0.0 -0.1 -0.2
H -3.60257 -1.76224 -1.74632 0.4 -0.2 0.0
H -2.46574 -2.18549 -0.47199 -0.1 0.3 -0.4
H -1.96664 -2.46805 -3.49050 0.0 -0.1 0.1
H -0.68393 -2.65794 -2.29134 0.0 -0.1 0.1
H -2.08497 -3.73848 -2.26927 0.1 0.1 -0.1
C -1.41675 0.36696 -3.15266 -0.4 -0.3 -0.6
C -0.89425 1.80192 -3.32899 0.2 0.0 -0.4
H -2.31623 0.19762 -3.76371 0.6 -0.1 -0.5
H -0.62772 -0.36045 -3.42874 -0.6 0.2 0.0
H -0.06427 1.80465 -4.04488 -0.2 0.0 0.1
H -1.67645 2.43256 -3.74709 0.1 0.2 0.2
H -0.50949 2.28001 -2.41111 -0.2 0.0 -0.1
N 0.03320 4.02481 1.92419 -0.3 -0.5 -0.1
C -1.15241 4.12132 1.20806 0.1 0.7 0.8
C -1.15243 3.11799 0.31700 0.6 -0.6 0.1
N -0.00262 2.33269 0.48192 -0.1 0.3 0.1
C 0.68731 2.92242 1.47016 0.0 0.6 0.3
H 0.30989 4.63976 2.71453 -0.2 -0.8 -1.0
H -1.91094 4.85506 1.44236 0.2 0.0 -0.2
H -1.88765 2.89598 -0.43189 -0.1 0.0 0.0
H 1.66877 2.68021 1.90383 -0.8 -0.3 -0.5

=====

# 3
16
Properties=species:S:1:pos:R:3:forces:R:3 method="wB97M-V/def2-TZVPD" total_energy_ha=-304.89054 gap_ev="6.741 / 6.806" relative_energy_kj_mol=353.3 total_charge=+1 s_squared=2.008 spin_multiplicity=3 e_lumo_ha="-0.1016 / -0.3122" e_homo_ha="-0.349 / -0.562"
C -0.47839 -0.95016 0.58027 1.8 3.1 0.7
C -1.49970 -0.11299 -0.04920 -1.5 1.7 -0.7
C 0.95212 0.95295 1.21414 -1.0 0.9 -3.4
C 1.58316 2.16141 1.31809 2.5 0.8 2.0
C -0.35880 -1.64757 -1.98064 2.9 1.5 0.1
N 0.48296 -0.12581 1.24655 -0.6 -4.7 2.9
N -0.42350 -0.63950 -0.87603 -2.8 -4.3 0.4
H -0.74516 -1.85425 1.14430 0.5 -0.2 -1.2
H -1.56341 1.01894 -0.00328 0.5 -1.4 0.6
H -2.48808 -0.56932 -0.04465 -0.1 0.0 -1.2
H 2.30084 1.97906 2.16374 -0.1 1.3 -0.2
H 0.83765 2.88276 1.52681 -0.7 1.0 0.8
H 2.13213 2.57022 0.48851 0.2 -0.3 -0.7
H -0.32400 -0.97142 -2.86398 0.0 -1.1 0.1
H 0.61746 -2.18293 -1.75643 -0.8 0.9 -0.8
H -1.02528 -2.51138 -2.10820 -1.0 0.8 0.7